Entry 1:
The following is a DFT calculation (the ωB97M-V functional and the def2-TZVPD basis) of a 14-piece molecular cluster, C22H38BCl26N3O7S overall.

Positions of all 98 atoms, in Å:
O 2.13551 2.50551 1.93759
C -4.15589 -4.51607 -2.71860
H 6.00598 -5.68995 0.80625
H 3.04881 -6.49729 2.99160
Cl -0.12556 -10.54333 3.99365
H 3.35588 -0.61447 1.43507
H -6.39807 2.67819 -3.27130
H -6.65717 -1.70411 -1.21203
H -0.09003 -0.48256 -0.35428
H -6.61956 -1.34565 0.53851
H -10.66969 1.17978 -1.43836
C 6.27375 -4.68911 0.45883
H -3.33496 3.39511 -3.79666
C 2.22663 3.99913 1.82031
C 3.09675 2.66684 -1.32494
C -9.96597 -2.54384 -0.47742
C -5.76376 2.42145 -2.31490
Cl -2.51934 -3.84810 -2.69751
C -6.12037 -1.87623 -0.27592
C 1.58588 -10.89332 4.26457
Cl -9.15147 -1.00924 -0.80365
H -0.26037 2.88317 2.40767
N 5.39861 2.97171 -1.47783
H 1.46150 -1.67779 -0.25521
H -10.71948 2.30812 -2.82352
H 2.87100 1.68670 -1.92298
Cl -0.11745 7.39593 0.34945
C 1.15184 -4.85992 -0.14019
Cl -4.47061 -1.26208 -0.43715
C 1.28413 2.06117 0.78390
Cl -2.03062 5.60490 1.62647
C -10.40192 2.18062 -1.78578
Cl 0.85415 -3.51497 -1.24809
Cl -0.99361 3.66594 -3.64962
O 5.43560 2.07992 -2.34556
H -1.38593 7.77293 2.30533
H -1.13284 10.04414 -2.58523
C -0.21697 2.23461 1.41524
H 7.00806 0.65807 -0.93549
C 10.95159 0.05382 2.80340
H 10.45239 0.58439 3.61784
H 5.95618 -4.56161 -0.57891
H -4.60629 -4.38519 -1.73163
Cl 7.54259 -1.24584 0.35530
H -2.47011 2.51916 -5.09243
Cl -6.12264 -3.60802 0.07876
Cl 2.67533 -4.64234 0.72958
B 1.81209 0.48530 0.62563
Cl -4.13507 -6.23795 -3.11804
O 4.41728 2.61933 -0.62127
C -0.06597 9.93199 -2.37716
H -11.03284 -2.43169 -0.68549
C 0.85429 -0.80011 0.25945
Cl -8.64698 2.37166 -1.69322
C 1.85876 3.13131 -0.31518
C -1.35941 2.77560 0.37387
Cl 12.60134 0.66796 2.64218
Cl 1.78892 -12.25713 5.37076
O 2.02394 4.89572 2.80531
Cl -11.22612 3.37847 -0.78041
O 3.26761 0.19759 0.85177
C -4.05464 1.81866 -0.82248
N -5.34342 1.97508 0.00834
H -9.82071 -2.80752 0.57300
Cl 10.94931 -1.67798 3.15809
H 0.46647 -1.24684 1.29058
C -0.86741 6.91248 1.87548
S -2.35724 1.30420 -0.21961
O 2.51705 4.26845 0.40357
Cl -9.31487 -3.83763 -1.49089
H -0.08893 6.57029 2.56175
Cl 3.32007 -7.83782 4.91677
H -4.74759 -3.98417 -3.46758
Cl -2.81479 4.79330 -5.62729
Cl 0.58513 8.63820 -3.39063
H 3.20901 3.53006 -2.13087
H 0.33398 -4.91317 0.58254
Cl 9.19462 1.10010 -0.16061
O -4.31015 2.10605 -2.26669
Cl 0.74853 11.46660 -2.70339
H 4.39094 -5.93043 4.02682
Cl 8.02868 -4.49807 0.55139
C -2.51710 3.44836 -4.51939
H 10.41478 0.22593 1.86730
H 0.07929 9.66831 -1.32674
C 7.54487 0.48596 0.00062
H 2.06550 -10.01115 4.69553
C 3.90021 -6.80922 3.60137
H -2.01530 3.56632 0.98196
H -0.56464 1.14314 1.75153
H 1.19883 -5.78912 -0.71323
Cl 5.05411 -7.67421 2.57900
N -6.34632 2.33405 -0.90133
Cl 5.44955 -3.49126 1.46420
H 7.04567 1.01653 0.81505
H -0.95635 3.35012 -0.56177
H 1.13883 3.65616 -1.07301
H 2.05467 -11.13798 3.30829

Atoms 1-6, force components in eV/Å:
O -0.3 4.1 -0.3
C -0.3 0.2 0.1
H 0.1 0.3 0.0
H 0.2 -0.2 0.1
Cl 0.0 0.1 -0.1
H -0.2 1.2 -1.4

Output
2S+1: 1
Kohn-Sham gap (eV): 8.69

Atom charges from the Löwdin analysis, given in e for atoms 1 to 2: -0.038, -1.053

=====

Entry 2:
The following is a DFT calculation (the ωB97M-V functional and the def2-TZVPD basis) of a 4-piece molecular cluster, C22H38BCl2F6O8 overall.

Positions of all 77 atoms, in Å:
H -4.94837 5.12601 6.98128
H 6.91744 1.92037 -1.51049
H -5.38480 3.83789 5.86121
O -2.83483 0.34233 -1.71867
H 2.07499 -2.87387 0.47874
C 1.01332 -2.51745 0.24884
C 8.68701 0.89445 -2.23250
H 9.06017 1.73066 -2.82821
C -1.56565 -1.12793 -0.41860
O -2.67353 1.21242 1.29991
F -6.40659 -2.16138 0.15854
C 3.61225 -0.94498 -3.46625
C -5.17022 -1.26757 2.18638
B -2.16934 -0.69574 -2.57832
H -4.72696 3.62472 3.16843
C -5.04831 5.76563 4.91814
C -3.11061 4.43282 4.37169
O -4.40378 -3.67906 -0.76193
C 6.76712 0.70546 0.89588
C -5.51792 4.90105 6.07586
Cl 2.60639 -0.08460 0.01907
H 9.21041 0.90827 -1.27303
H -5.28314 6.80953 5.14367
C -3.48567 0.36476 0.82226
H 2.20346 -4.69490 -5.03053
F -5.98925 0.60000 0.66829
O 6.60682 -0.12647 -1.41221
H 8.12311 -0.66191 -0.10301
H -1.62093 -1.74401 0.53824
F -4.03913 -1.51487 3.01696
H -1.30429 -0.28117 -3.29368
C 2.13592 -3.68013 -5.43158
H 0.31369 -2.72208 1.12986
H 7.02936 0.39265 1.90939
C 0.97172 -0.94251 -0.05125
C -5.54950 -2.47414 1.22628
C 1.44341 -2.75709 -4.44243
H 2.93852 -0.26937 -2.93330
C -3.00505 -0.41178 -0.48386
H 4.64458 -0.65216 -3.25888
F -6.26341 -1.12140 3.10601
O 2.01647 -2.78762 -3.14440
H 4.02094 -3.07117 -3.59632
C -0.23536 -0.25202 -0.35678
H -3.24844 3.73501 5.20449
H -6.57891 5.07138 6.27326
O -3.32957 -3.69649 1.25131
C -3.66327 3.85849 3.07979
H -3.93879 -1.03647 -0.75359
C 3.37400 -2.38280 -3.04079
Cl -0.08223 1.52784 -0.67494
H 6.52682 -1.30845 0.22425
H -3.14360 2.93664 2.81335
H -2.03286 4.57330 4.25994
H 0.60624 -3.03007 -0.68140
H 3.15409 -3.34517 -5.64742
H 3.43386 -0.80722 -4.53621
H 1.40795 -1.73029 -4.81936
H 3.64405 -2.48528 -1.98672
C -4.32008 -3.30881 0.62535
F -4.96620 1.08545 2.62518
H 6.71407 1.07543 -3.03297
F -6.27885 -3.41775 2.03743
H -3.55371 4.57729 2.26311
O -3.64717 5.70913 4.70219
H 8.94691 -0.04146 -2.73356
H -3.06334 -1.31998 -3.10218
H 1.58665 -3.70812 -6.37557
H 5.70846 0.97680 0.87185
H 0.40614 -3.08133 -4.32811
C -4.95570 0.15935 1.52126
C 7.18284 1.00435 -2.04797
H -5.58638 5.51750 3.99760
C 7.05745 -0.40836 -0.09497
O -1.56877 -1.77001 -1.69739
H 7.34056 1.60690 0.66522
H -4.79273 -4.58841 -0.76110

Atoms 1-6, force components in eV/Å:
H -0.1 0.1 -0.1
H 0.1 0.0 0.0
H -0.1 0.1 0.0
O 0.0 -0.2 2.4
H -1.6 0.6 -0.3
C -0.2 1.1 -0.3

Output
Charge: -1
2S+1: 1
Kohn-Sham gap (eV): 6.38

Atom charges from the Löwdin analysis, given in e for atoms 1 to 2: 0.079, 0.109

=====

Entry 3:
The following is a DFT calculation (the ωB97M-V functional and the def2-TZVPD basis) of C22H38BN2O10Tl as an isolated structure.

Positions of all 74 atoms, in Å:
H 2.09416 -1.33535 4.22115
H 0.41705 3.01177 -3.70549
H 3.73793 3.37189 -0.37266
C 1.41428 -1.43342 3.36734
H 0.61314 -4.14886 1.74487
C -0.31153 2.83415 -1.60934
C -2.56526 -3.33104 1.50982
C 3.02233 2.88366 -1.03474
C -2.51114 -2.81135 3.92334
O 0.22390 -3.30247 1.45093
O 1.10104 1.05765 -6.68023
B -0.06712 0.69751 -5.88267
C 1.29766 3.51649 0.68657
C -0.20558 -0.77880 -4.14950
C 1.31072 -3.86133 4.04555
H -2.62228 -5.40218 3.04263
H -2.20252 -3.70853 0.55465
O -1.82489 -2.19215 -5.32520
C 0.50081 -2.60526 3.73976
H 0.77434 -4.57952 4.65640
C 2.26286 1.26015 0.70064
H 0.29820 -2.22484 5.85218
H 0.89475 5.07298 -0.61757
H 2.76962 3.76614 -1.62781
H -0.59860 4.35157 -3.04414
O 0.35081 0.34254 -4.48929
H -2.17690 -2.27444 6.00924
H -2.70726 -1.77847 3.62796
H 1.79951 -4.27913 3.15837
H -2.86091 -2.28064 1.39987
C 1.80558 2.39375 -0.22843
C -0.32736 -2.12279 4.96312
O -0.99142 3.80331 -7.05006
H -1.30311 1.36671 -2.91941
O -0.93837 1.89557 -5.86588
C 0.19847 3.63623 -2.84303
C -1.60755 -5.01798 3.06725
C -1.05535 -1.30266 -5.35918
C -1.69817 -3.48264 2.78987
O 1.14773 1.08000 -2.10035
Tl -0.53191 -1.06488 -0.29896
H 1.39222 0.71594 1.04823
H 2.23495 -3.62408 4.58355
C -0.83507 3.77036 -0.52547
H -2.31155 2.75421 -2.39522
H -0.96072 -5.42013 2.28842
H -0.05451 5.20539 0.90639
C -1.67030 -2.78930 5.19282
H -1.22168 -5.23557 4.05838
C -1.56596 2.02476 -2.09466
C -0.48015 2.80765 -6.70008
H -3.51233 -3.83653 1.70332
H 0.93560 -0.47106 3.23147
N 0.69112 1.90000 -1.09014
H 2.10514 -1.67501 2.55543
H -0.45811 -1.04217 4.85735
H 2.95078 1.52553 1.49986
H 0.87449 3.12621 1.62328
H -1.40732 3.22160 0.23033
H 3.47003 2.09065 -1.62810
O -0.80718 -0.46564 -6.35020
H -1.93236 1.40857 -1.27169
H -3.41074 -3.39604 4.09352
H 1.73093 1.62101 -2.67003
H -1.58766 4.45699 -0.91508
C 0.88450 2.22268 -7.25920
N -0.44100 -2.79768 2.58912
H -1.50515 -3.80957 5.54732
H 2.88803 0.60216 0.08179
C 0.30982 4.53527 0.13392
H 2.20401 3.97348 1.09480
H 1.07027 4.23905 -2.60598
O -0.15069 -1.37902 -3.11244
O 1.64295 2.71698 -8.00862

Atoms 1-6, force components in eV/Å:
H -0.1 0.3 0.0
H -0.2 0.0 0.0
H 0.2 -0.8 0.4
C 1.4 -0.8 0.5
H 0.1 0.1 -0.3
C -1.6 -0.4 0.2

Output
Charge: +2
2S+1: 1
Kohn-Sham gap (eV): 1.88

Atom charges from the Löwdin analysis, given in e for atoms 1 to 2: 0.104, 0.086

=====

Here are the calculated max |F| numbers, same order: 9.51; 5.33; 1.99 (eV/A).
Here are the calculated molecular weight numbers, same order: 1421.22; 626.24; 705.75 (Da).